No. 1
DFT (ωB97M-V/def2-TZVPD) results for the ion C9H14N with charge +1.

The value obtained for the HOMO-LUMO gap is 6.44 eV. The value obtained for the LUMO energy is -6.146 eV. As for the total charge: +1. The highest occupied orbital energy comes out at -12.59 eV. The value obtained for the energy above the lowest of the compared OMol25 structures with the same formula, charge and spin is 423.2 kJ/mol.

Each line ends with the Mulliken charge.
Element x y z (Å)
C  2.3613  -0.4958  -2.6060  -0.855
C  2.7627  -0.5721  -3.7770  0.881
C  1.3346  -0.4318  -0.1898  0.145
C  1.9069  -0.4112  -1.3971  0.519
C  3.2118  -0.6312  -5.1102  -1.128
C  -3.6370  0.6099  2.2010  -1.305
C  -2.2370  0.1804  2.6178  -0.400
C  -1.2241  0.4567  1.5089  -0.287
C  0.1843  0.0167  1.9240  -0.958
N  1.1749  0.3366  0.9240  -0.122
H  0.8833  -1.4296  -0.0654  0.263
H  4.0128  -1.3627  -5.2384  0.323
H  2.3864  -0.8253  -5.8003  0.320
H  3.6190  0.3546  -5.3643  0.335
H  -3.6622  1.6775  1.9954  0.337
H  -4.3475  0.3960  2.9929  0.375
H  -3.9516  0.0799  1.3047  0.338
H  -1.9443  0.7230  3.5186  0.308
H  -2.2335  -0.8846  2.8568  0.342
H  -1.5202  -0.0802  0.6028  0.332
H  -1.2257  1.5247  1.2793  0.312
H  0.4748  0.5270  2.8447  0.362
H  0.1949  -1.0605  2.1065  0.310
H  1.4754  1.3021  0.8713  0.255


No. 2
DFT (ωB97M-V/def2-TZVPD) results for an isolated molecule of C9H14N2.

The value obtained for the HOMO-LUMO gap (spin up / spin down) is 7.11 / 6.63 eV. The value obtained for the LUMO energy (spin up / spin down) is 0.092 / -0.094 eV. The highest occupied orbital energy (spin up / spin down) comes out at -7.02 / -6.72 eV. The value obtained for the energy above the lowest of the compared OMol25 structures with the same formula, charge and spin is 381.7 kJ/mol.

Each line ends with the Mulliken charge.
Element x y z (Å)
C  1.1127  -1.4797  0.2402  0.225
C  -0.4529  -0.2550  -1.6550  -1.194
C  0.5250  0.7446  -1.3658  -0.162
C  1.2168  -0.1495  0.7001  0.376
C  -1.5743  -0.5790  -0.8467  1.211
C  1.2443  -0.0198  2.2390  -1.417
C  -1.6354  0.0470  0.5275  -1.162
C  -2.5072  -1.5985  -1.2312  -1.175
C  1.9428  2.0818  -0.1277  -1.049
N  1.1763  -2.6207  0.1128  -0.604
N  1.0897  0.9094  -0.1375  0.075
H  -0.4542  -0.5860  -2.6766  0.373
H  0.8739  1.3618  -2.1601  0.548
H  0.4470  0.4909  2.7581  0.273
H  2.2024  0.4641  2.5260  0.415
H  1.2859  -1.0616  2.5576  0.397
H  -2.6151  0.3763  0.9715  0.411
H  -0.9497  0.8513  0.6582  0.286
H  -1.2553  -0.7149  1.2493  0.227
H  -2.3159  -2.4559  -0.4504  0.221
H  -2.3736  -1.9189  -2.2761  0.353
H  -3.4543  -1.1212  -1.0506  0.325
H  2.1271  2.5094  0.8646  0.322
H  2.9100  1.8794  -0.6238  0.351
H  1.4339  2.8446  -0.8036  0.376


No. 3
DFT (ωB97M-V/def2-TZVPD) results for a structure of composition C9H14N2O.

The value obtained for the HOMO-LUMO gap is 9.34 eV. The value obtained for the LUMO energy is 0.395 eV. The highest occupied orbital energy comes out at -8.95 eV. The value obtained for the energy above the lowest of the compared OMol25 structures with the same formula, charge and spin is 483.3 kJ/mol.

Each line ends with the Mulliken charge.
Element x y z (Å)
C  3.4814  -0.1828  -1.0414  -0.771
C  2.4627  0.5338  -0.1890  -0.276
C  1.5480  -0.5490  0.5136  -0.747
C  0.2953  -0.2661  1.5145  -0.527
C  -0.7288  0.5930  0.8929  0.626
C  -1.4986  2.5254  0.0525  -0.174
C  -2.4389  1.8850  -0.6983  -0.503
C  -1.6722  -0.0754  0.2109  0.556
C  -2.9019  -2.1232  -0.3700  -0.738
H  2.7735  -0.6197  -2.1010  0.196
H  3.6093  -1.0912  -0.1553  0.214
H  4.6713  0.3546  -1.2513  0.265
H  2.0020  1.3315  -0.7248  0.345
H  2.8145  0.8537  0.8865  0.236
H  1.3195  -1.2373  -0.4101  0.288
H  2.1737  -1.1455  1.2359  0.295
H  -0.2134  -1.2669  1.8252  0.252
H  0.4540  0.4182  2.4323  0.336
H  -1.1283  3.5160  -0.0766  0.442
H  -2.8991  2.2980  -1.5540  0.378
H  -2.7275  -3.2391  -0.0657  0.220
H  -2.6000  -1.8991  -1.3153  0.401
H  -3.8863  -1.6247  -0.1632  0.278
N  -0.6751  1.9544  0.9277  -0.632
N  -2.4497  0.4974  -0.6953  -0.573
O  -1.7853  -1.4410  0.3192  -0.388


No. 4
DFT (ωB97M-V/def2-TZVPD) results for an isolated molecule of C9H14N2O2.

The value obtained for the HOMO-LUMO gap is 9.70 eV. The value obtained for the LUMO energy is 0.707 eV. The highest occupied orbital energy comes out at -9.00 eV. The value obtained for the energy above the lowest of the compared OMol25 structures with the same formula, charge and spin is 477.8 kJ/mol.

Each line ends with the Mulliken charge.
Element x y z (Å)
C  1.1694  2.6321  0.5458  -1.561
C  0.4761  1.3615  0.9396  1.364
C  -0.7905  1.5258  1.8676  -1.184
C  1.2482  0.1239  1.1978  -1.732
C  0.4543  0.2179  -0.0967  1.472
C  1.2770  0.3388  -1.3116  0.292
O  2.3911  0.7869  -1.2883  -0.604
O  0.7233  -0.2116  -2.4039  -0.648
C  -0.7525  -0.6359  -0.2615  -0.475
N  -1.7667  -0.5977  -1.2737  -0.568
C  -1.2015  -1.8660  -0.7599  1.156
C  -0.6427  -2.9409  -1.4636  -1.570
N  -1.4624  -1.5522  0.6855  -0.707
H  0.3758  3.3281  0.1521  0.331
H  1.9673  2.6173  -0.2209  0.377
H  1.7617  3.2683  1.3612  0.285
H  -0.5972  2.4533  2.5054  0.403
H  -0.9251  0.5974  2.4567  0.304
H  -1.6578  1.5748  1.1014  0.212
H  0.8621  -0.4605  2.0128  0.335
H  2.2799  -0.0005  1.1158  0.328
H  -0.1735  -0.4475  -2.2678  0.482
H  -2.7265  -0.2522  -0.8839  0.355
H  -0.2296  -2.7016  -2.3702  0.399
H  -1.4518  -3.6366  -1.6865  0.317
H  0.1969  -3.4182  -0.9654  0.362
H  -0.8053  -2.1048  1.3119  0.276


No. 5
DFT (ωB97M-V/def2-TZVPD) results for an isolated molecule of C9H14N2O7.

The value obtained for the HOMO-LUMO gap is 10.31 eV. The value obtained for the LUMO energy is 0.481 eV. The highest occupied orbital energy comes out at -9.83 eV. The value obtained for the energy above the lowest of the compared OMol25 structures with the same formula, charge and spin is 0.0 kJ/mol.

Each line ends with the Mulliken charge.
Element x y z (Å)
N  1.0104  -1.0803  3.0379  -0.779
C  1.7900  -0.4268  2.0026  0.270
C  2.8412  -1.3966  1.4070  -0.919
C  2.2871  -2.7837  0.9993  -0.822
C  1.0797  -2.6279  0.1027  0.594
O  -0.0482  -2.4698  0.5258  -0.572
O  1.3854  -2.5806  -1.1898  -0.480
C  1.0168  0.2505  0.8621  -0.062
O  1.6045  0.6532  -0.1537  -0.738
N  -0.3141  0.4081  1.0204  0.025
C  -1.2186  0.9046  -0.0136  -0.396
C  -0.8433  2.3128  -0.4966  -0.335
C  -2.0664  3.0453  -1.0086  0.373
O  -3.2053  2.8025  -0.7066  -0.556
O  -1.7194  4.0501  -1.8414  -0.451
C  -1.3361  -0.0846  -1.2043  0.510
O  -2.3786  -0.5753  -1.5314  -0.612
O  -0.1944  -0.3497  -1.8689  -0.629
H  0.5012  -0.4419  3.6152  0.290
H  0.3786  -1.7915  2.6565  0.280
H  2.3401  0.3736  2.4557  0.542
H  3.6029  -1.5670  2.1812  0.383
H  3.2978  -0.9094  0.5521  0.454
H  1.9779  -3.3378  1.8664  0.384
H  3.0634  -3.3328  0.4724  0.399
H  0.6035  -2.2853  -1.6486  0.435
H  -0.7480  -0.1596  1.7273  0.375
H  -2.2142  0.9438  0.3896  0.500
H  -0.0727  2.3338  -1.2618  0.238
H  -0.4672  2.8994  0.3577  0.451
H  -2.5657  4.4732  -2.0983  0.382
H  0.5758  0.1024  -1.4491  0.467


No. 6
DFT (ωB97M-V/def2-TZVPD) results for the ion C9H14N3O2 with charge +1.

The value obtained for the HOMO-LUMO gap is 8.87 eV. The value obtained for the LUMO energy is -3.306 eV. As for the total charge: +1. The highest occupied orbital energy comes out at -12.17 eV. The value obtained for the energy above the lowest of the compared OMol25 structures with the same formula, charge and spin is 55.9 kJ/mol.

Each line ends with the Mulliken charge.
Element x y z (Å)
C  0.9828  4.3482  -0.8502  -0.653
O  0.5350  2.9985  -0.7459  -0.305
C  0.9296  2.3354  0.3272  0.664
O  1.6433  2.7897  1.1873  -0.614
C  0.3745  0.9531  0.3259  0.167
N  -0.6172  0.6399  -0.4661  -0.612
C  -0.8860  -0.6659  -0.4430  0.767
C  -2.2013  -1.2983  -0.8012  -0.947
N  -1.8026  -2.5826  -1.4539  -0.087
C  -0.5167  -3.0075  -0.7890  -1.028
C  0.2146  -1.7153  -0.5034  0.444
C  0.2116  -1.2502  0.9153  -0.920
N  0.7967  -0.0318  1.1747  0.082
C  1.4810  0.1830  2.4320  -0.899
H  0.8914  4.8573  0.1120  0.320
H  0.3541  4.8176  -1.6031  0.246
H  2.0300  4.3737  -1.1573  0.302
H  -2.8208  -1.5112  0.0728  0.264
H  -2.7487  -0.6442  -1.4801  0.426
H  -1.6170  -2.4078  -2.4469  0.390
H  -2.5270  -3.3060  -1.3960  0.323
H  0.0400  -3.6834  -1.4341  0.406
H  -0.7778  -3.5170  0.1399  0.377
H  1.0865  -1.4953  -1.1128  0.495
H  -0.0257  -1.8964  1.7442  0.387
H  1.8385  1.2078  2.4737  0.327
H  0.7995  0.0031  3.2654  0.346
H  2.3315  -0.4947  2.5127  0.333


No. 7
DFT (ωB97M-V/def2-TZVPD) results for a cluster of 2 separate species, C9H14N4 in total.

The value obtained for the HOMO-LUMO gap (spin up / spin down) is 7.55 / 7.55 eV. The value obtained for the LUMO energy (spin up / spin down) is -7.038 / -7.040 eV. As for the total charge: +2. The highest occupied orbital energy (spin up / spin down) comes out at -14.59 / -14.59 eV. The value obtained for the energy above the lowest of the compared OMol25 structures with the same formula, charge and spin is 443.2 kJ/mol.

Each line ends with the Mulliken charge.
Element x y z (Å)
C  12.3988  -1.0284  0.4485  -0.344
C  12.3328  0.2391  -0.1094  0.204
C  10.0293  1.0866  -0.5905  0.879
C  8.8020  1.4161  -0.8291  -0.944
C  -9.4033  -0.0769  -1.0429  -0.808
C  9.0250  -1.6509  0.5500  -0.538
C  -8.0728  0.0141  -0.9940  0.270
C  -5.9610  -0.3219  -0.0203  -1.022
C  -7.6615  0.7392  1.2108  -0.075
N  11.3779  -1.8425  0.6401  -0.279
N  11.1735  0.8166  -0.2916  -0.181
N  10.2176  -1.7625  0.1637  0.103
N  -7.3345  0.1194  0.1154  0.067
H  13.3643  -1.4280  0.3933  0.400
H  13.2162  0.8660  -0.3440  0.385
H  7.9335  0.8361  -0.5440  0.255
H  8.5969  2.2941  -1.3865  0.296
H  -9.8932  0.0907  -1.9850  0.262
H  -10.1648  -0.0752  -0.2275  0.271
H  8.8290  -1.3763  1.5451  0.381
H  8.2419  -1.8168  -0.2030  0.384
H  -7.5059  0.0855  -1.8689  0.316
H  -5.3387  0.3378  0.5229  0.392
H  -5.8591  -1.1926  0.4871  0.402
H  -5.5875  -0.2830  -1.0035  0.387
H  -7.0133  0.8972  1.9951  0.288
H  -8.6150  1.0938  1.5501  0.250


No. 8
DFT (ωB97M-V/def2-TZVPD) results for an isolated molecule of C9H14N4O3.

The value obtained for the HOMO-LUMO gap is 9.68 eV. The value obtained for the LUMO energy is 0.487 eV. The highest occupied orbital energy comes out at -9.19 eV. The value obtained for the energy above the lowest of the compared OMol25 structures with the same formula, charge and spin is 0.0 kJ/mol.

Each line ends with the Mulliken charge.
Element x y z (Å)
C  2.1380  -2.6369  -0.7754  -1.378
C  2.0379  -1.6528  0.3906  0.747
N  1.0277  -1.9794  1.3940  -0.657
C  1.8016  -0.2445  -0.1647  0.200
O  2.4237  0.1817  -1.1358  -0.801
N  0.8734  0.4789  0.4801  -0.162
C  0.2959  1.7034  -0.1042  -0.129
C  -1.0971  1.9350  0.4920  -0.977
C  -2.0865  0.8718  0.1318  0.479
C  -3.2287  1.0066  -0.6100  -0.702
N  -3.7955  -0.2423  -0.6443  -0.062
C  -2.9984  -1.0690  0.0610  -0.306
N  -1.9480  -0.4514  0.5380  -0.349
C  1.2087  2.9178  0.1029  0.562
O  0.8340  3.9236  0.6406  -0.577
O  2.4415  2.7872  -0.3961  -0.524
H  2.9120  -2.2926  -1.4996  0.326
H  2.4243  -3.6166  -0.3884  0.370
H  1.1889  -2.7058  -1.2900  0.320
H  2.9976  -1.6070  0.9156  0.278
H  0.1065  -2.1329  0.9455  0.095
H  1.3054  -2.7938  1.9354  0.286
H  0.3853  0.0073  1.2306  0.450
H  0.2001  1.5489  -1.1882  0.356
H  -1.4266  2.9316  0.1435  0.363
H  -1.0072  2.0080  1.6003  0.365
H  -3.6534  1.8752  -1.0932  0.409
H  -4.6745  -0.4973  -1.1014  0.206
H  -3.2312  -2.1408  0.1942  0.401
H  2.5442  1.8860  -0.8047  0.412


No. 9
DFT (ωB97M-V/def2-TZVPD) results for a cluster of 2 separate species, C9H14NO in total.

The value obtained for the HOMO-LUMO gap is 8.20 eV. The value obtained for the LUMO energy is -4.403 eV. As for the total charge: +1. The highest occupied orbital energy comes out at -12.61 eV. The value obtained for the energy above the lowest of the compared OMol25 structures with the same formula, charge and spin is 242.4 kJ/mol.

Each line ends with the Mulliken charge.
Element x y z (Å)
C  2.2439  1.2102  1.9934  -0.574
C  2.3269  -0.0180  1.3195  -0.260
C  1.1735  2.0478  1.8490  -0.657
C  1.2566  -0.5978  0.6655  -0.538
C  -0.0121  1.5697  1.0703  -0.785
C  0.0218  0.1558  0.5731  1.010
C  -2.1983  0.4957  -0.3890  -1.105
C  -1.0117  -1.6919  -0.5427  -1.085
C  0.5674  -0.2241  -2.6360  -0.233
N  -0.9619  -0.2940  -0.1536  0.119
O  1.2219  0.1836  -1.7416  -0.318
H  3.1872  1.5319  2.4852  0.328
H  3.3202  -0.5028  1.0901  0.345
H  1.1645  3.0740  2.0133  0.456
H  1.4649  -1.3362  -0.0585  0.308
H  -0.8520  1.7046  1.7201  0.539
H  -2.6188  -0.0892  -1.1020  0.429
H  -2.7048  0.3966  0.6411  0.388
H  -2.0296  1.5269  -0.6076  0.343
H  -1.3066  -1.7682  -1.5780  0.444
H  -0.0984  -2.0983  -0.2295  0.282
H  -1.9248  -2.0174  0.0158  0.462
H  0.8308  -1.1072  -3.2189  0.336
H  -0.4133  0.2947  -2.8926  0.267
H  -0.3111  2.3814  0.4048  0.497


Number 1: strongest force on any atom 0.0490 Eh/bohr. Number 2: strongest force on any atom 0.0969 Eh/bohr. Number 3: strongest force on any atom 0.0970 Eh/bohr. Number 4: strongest force on any atom 0.0670 Eh/bohr. Number 5: strongest force on any atom 0.0226 Eh/bohr. Number 6: strongest force on any atom 0.0360 Eh/bohr. Number 7: strongest force on any atom 0.0918 Eh/bohr. Number 8: strongest force on any atom 0.0216 Eh/bohr. Number 9: strongest force on any atom 0.0939 Eh/bohr.